(1)
{"formula": "C28H31ClN6O5ReS4Si", "method": "ωB97M-V with the def2-TZVPD basis set", "de_lowest_kcal_mol": 6.5, "e_lumo_ev": [-1.00, -2.10], "spin_multiplicity": 2, "symbols": ["Re", "C", "Si", "C", "C", "C", "C", "C", "C", "N", "C", "S", "H", "H", "H", "H", "H", "H", "H", "H", "H", "H", "H", "H", "C", "C", "N", "C", "C", "S", "C", "C", "S", "C", "N", "C", "H", "H", "H", "H", "H", "H", "H", "H", "C", "O", "C", "O", "H", "H", "H", "O", "S", "O", "O", "C", "N", "C", "C", "C", "N", "C", "C", "C", "N", "C", "C", "H", "H", "H", "H", "H", "H", "Cl", "C", "H", "H"], "xyz": [[-0.762612, -0.034207, -0.155237], [1.598090, 2.352818, 5.792384], [1.519430, 3.046709, 4.054774], [-0.074859, 3.983077, 3.809671], [2.992103, 4.146562, 3.712204], [1.670936, 1.556080, 2.883731], [2.803603, 0.751116, 2.980669], [2.987556, -0.382622, 2.187973], [2.020768, -0.692814, 1.260927], [0.936716, 0.077373, 1.135636], [0.741940, 1.154105, 1.920531], [-0.836319, 1.737969, 1.460656], [1.572972, 3.161027, 6.526476], [2.510650, 1.778922, 5.965049], [0.747107, 1.698002, 5.990890], [-0.107819, 4.792422, 4.544410], [-0.954104, 3.357255, 3.963008], [-0.149181, 4.429236, 2.817570], [2.992694, 5.003742, 4.388782], [2.969208, 4.527387, 2.689642], [3.937269, 3.617657, 3.849990], [3.576173, 1.001248, 3.700317], [3.867808, -1.002432, 2.277487], [2.099843, -1.551515, 0.607073], [-0.663650, -1.207483, 3.443519], [-0.911071, -2.194403, 2.358068], [-0.886114, -1.956193, 1.068503], [-1.225272, -3.077033, 0.336855], [-1.474073, -4.185011, 1.076668], [-1.302154, -3.816333, 2.731422], [-1.338909, -2.924141, -1.100210], [-1.639869, -3.880401, -2.009576], [-1.672335, -3.196441, -3.565893], [-1.282412, -1.660228, -2.935543], [-1.132283, -1.663035, -1.627774], [-1.130862, -0.518574, -3.876546], [-1.203733, -0.285594, 3.219354], [0.401432, -0.991977, 3.541917], [-1.020684, -1.600613, 4.394304], [-1.761245, -5.162801, 0.730627], [-1.838184, -4.923978, -1.836584], [-1.015039, -0.893310, -4.892308], [-0.254035, 0.074988, -3.630536], [-2.011019, 0.123198, -3.832945], [-4.568697, -0.386977, 1.922907], [-3.233105, -0.035702, 1.534387], [-2.837473, -0.392431, 0.278532], [-3.587642, -0.979603, -0.464986], [-4.529379, -0.666918, 2.974104], [-4.944691, -1.208644, 1.319229], [-5.216675, 0.480080, 1.801543], [6.492207, -3.439886, -3.277957], [7.561211, -2.560257, -3.707686], [7.966043, -2.712424, -5.088793], [8.633363, -2.382593, -2.749548], [6.776489, -0.908631, -3.708624], [7.482622, 0.132387, -4.163658], [6.883478, 1.308347, -4.155474], [5.582402, 1.497870, -3.691883], [4.950053, 0.360167, -3.227069], [5.540886, -0.829820, -3.240574], [3.580326, 0.332003, -2.654989], [2.947737, -0.902974, -2.513907], [1.714456, -0.962993, -1.913469], [1.062104, 0.118447, -1.452424], [1.666331, 1.306900, -1.599271], [2.905383, 1.454483, -2.190492], [7.457631, 2.148613, -4.533275], [5.114493, 2.471856, -3.714682], [3.460667, -1.797962, -2.841952], [1.225387, -1.917206, -1.770718], [1.144338, 2.162677, -1.190740], [3.345149, 2.440438, -2.245955], [-3.075954, 1.593499, -2.123746], [-1.368623, 1.559343, -1.522086], [-1.283955, 2.509941, -1.002327], [-0.776419, 1.647119, -2.431155]], "atomic_forces_ev_per_a": [[-0.285, -0.009, 0.337], [0.002, 0.036, -0.039], [-0.045, -0.014, -0.023], [0.066, 0.022, 0.055], [-0.025, -0.027, 0.031], [-0.010, 0.031, 0.033], [0.000, -0.029, -0.034], [0.030, -0.004, 0.005], [0.043, -0.014, 0.031], [0.044, -0.096, -0.016], [-0.131, 0.013, -0.098], [0.198, 0.098, 0.071], [0.003, 0.000, 0.004], [0.006, 0.001, -0.006], [-0.007, -0.005, -0.007], [-0.010, 0.007, -0.012], [-0.003, -0.016, 0.006], [0.007, -0.014, -0.014], [0.002, 0.006, 0.001], [-0.011, 0.001, -0.008], [0.000, -0.006, 0.001], [-0.009, 0.011, 0.013], [0.006, 0.011, 0.007], [-0.018, 0.021, 0.011], [-0.072, -0.004, 0.043], [0.069, -0.025, 0.089], [0.076, 0.038, -0.243], [-0.064, -0.111, 0.097], [0.047, 0.046, 0.006], [-0.022, 0.040, -0.053], [-0.013, -0.058, -0.052], [0.018, 0.011, 0.010], [0.009, 0.020, 0.023], [0.019, -0.030, -0.052], [-0.050, 0.166, -0.081], [0.027, -0.019, -0.066], [0.038, -0.003, -0.010], [-0.003, 0.015, 0.001], [0.023, -0.011, -0.002], [-0.002, -0.012, 0.015], [0.002, -0.005, 0.004], [-0.028, 0.000, -0.003], [0.019, -0.037, -0.001], [0.023, -0.017, 0.010], [-0.032, 0.025, -0.002], [0.047, -0.040, 0.031], [0.014, 0.075, -0.083], [-0.033, -0.055, 0.007], [0.019, 0.021, -0.006], [0.001, -0.010, 0.007], [-0.013, -0.015, -0.035], [-0.009, -0.011, 0.010], [-0.041, 0.075, -0.055], [0.011, -0.013, 0.013], [0.012, 0.007, 0.021], [0.055, -0.119, 0.028], [0.036, 0.039, -0.035], [-0.044, 0.028, 0.017], [0.014, -0.050, 0.002], [0.047, 0.028, -0.002], [-0.080, 0.012, 0.013], [-0.018, 0.001, 0.000], [0.032, -0.001, 0.010], [-0.034, -0.049, 0.004], [0.066, 0.068, -0.073], [-0.027, 0.003, 0.027], [0.001, 0.008, 0.025], [0.004, -0.007, -0.006], [-0.005, 0.009, 0.005], [0.002, -0.001, 0.004], [0.019, 0.021, -0.007], [-0.040, 0.005, -0.024], [0.001, 0.004, -0.005], [-0.023, 0.010, 0.067], [-0.087, -0.020, -0.150], [0.115, -0.026, 0.054], [0.020, -0.050, 0.053]]}

***

(2)
{"formula": "C28H31ClNO3PtS2Si", "method": "ωB97M-V with the def2-TZVPD basis set", "de_lowest_kcal_mol": 0.0, "e_lumo_ev": -4.21, "charge": 1, "symbols": ["Pt", "C", "Si", "C", "N", "C", "C", "C", "C", "C", "C", "C", "C", "C", "C", "C", "C", "C", "C", "C", "C", "C", "H", "H", "H", "H", "H", "H", "H", "H", "H", "H", "H", "H", "H", "H", "H", "H", "H", "H", "H", "H", "H", "H", "H", "H", "C", "O", "C", "S", "S", "H", "H", "H", "Cl", "C", "C", "C", "C", "C", "C", "C", "O", "O", "H", "H", "H", "H"], "xyz": [[0.797737, 0.199906, -0.716884], [-0.257410, -0.204028, 1.008697], [0.978050, -0.994712, 2.199106], [2.424875, 0.190235, 1.830526], [2.570398, 0.426566, 0.358232], [3.231737, 1.746266, 0.082842], [4.679258, 1.794240, 0.550298], [5.503997, 0.707745, -0.125974], [4.869504, -0.651564, 0.135466], [3.401879, -0.662746, -0.274296], [1.398526, -2.757869, 1.808228], [0.462495, -3.620071, 1.233900], [0.778241, -4.947018, 0.983544], [2.038538, -5.432236, 1.303573], [2.980393, -4.592998, 1.882904], [2.658743, -3.267691, 2.135465], [0.357748, -0.748202, 3.926448], [0.265033, -1.833494, 4.801636], [-0.194352, -1.655066, 6.099049], [-0.567493, -0.392310, 6.534013], [-0.484076, 0.696327, 5.675281], [-0.024688, 0.518751, 4.380651], [-0.596978, 0.750409, 1.407417], [-1.127438, -0.757037, 0.656977], [3.380528, -0.129809, 2.242040], [2.180456, 1.145545, 2.303001], [2.638308, 2.518084, 0.564862], [3.189496, 1.902629, -0.999175], [4.728305, 1.695559, 1.637343], [5.062859, 2.787430, 0.312661], [6.534855, 0.724898, 0.226304], [5.532248, 0.894340, -1.204364], [4.979627, -0.931837, 1.185498], [5.363428, -1.436315, -0.439952], [2.928565, -1.614277, -0.039259], [3.342796, -0.511022, -1.357400], [-0.524907, -3.256120, 0.972266], [0.040246, -5.604462, 0.542139], [2.285385, -6.467687, 1.109085], [3.959895, -4.972237, 2.143051], [3.401967, -2.627223, 2.600709], [0.552275, -2.823779, 4.467550], [-0.261456, -2.501873, 6.769170], [-0.926100, -0.254050, 7.545490], [-0.777926, 1.680528, 6.015367], [0.031383, 1.379881, 3.721444], [-3.484881, 1.528487, -0.814732], [-2.052908, 1.483711, -0.748093], [-1.408489, 2.608813, -0.449382], [-2.075924, 4.045107, -0.121469], [0.330841, 2.418284, -0.404621], [-3.792526, 0.506881, -1.017132], [-3.805322, 2.192519, -1.615632], [-3.901224, 1.883424, 0.126799], [-2.280305, -5.421411, -6.141762], [-1.652513, -4.292697, -5.002092], [-2.166388, -3.001972, -4.969561], [-1.662331, -2.098284, -4.054634], [-0.649001, -2.490103, -3.182087], [-0.140109, -3.788040, -3.223135], [-0.642474, -4.694482, -4.135277], [-0.112703, -1.548191, -2.208472], [0.813075, -1.852990, -1.378782], [-0.558340, -0.328345, -2.129720], [-2.951061, -2.719740, -5.656786], [-2.047442, -1.088566, -4.012801], [0.644489, -4.073395, -2.534888], [-0.262348, -5.704795, -4.185243]], "atomic_forces_ev_per_a": [[-0.020, 0.829, 0.095], [-0.030, -0.294, -0.065], [0.060, 0.258, -0.136], [-0.160, -0.114, 0.061], [0.168, -0.178, 0.013], [0.077, -0.064, 0.028], [-0.013, 0.025, -0.018], [-0.009, -0.009, 0.008], [-0.031, -0.025, -0.010], [0.063, -0.001, 0.045], [-0.021, -0.010, 0.013], [0.021, 0.010, -0.005], [-0.013, -0.011, -0.006], [0.002, -0.004, 0.006], [0.005, 0.012, 0.006], [-0.019, -0.012, -0.006], [0.069, -0.088, 0.015], [-0.021, 0.055, 0.019], [0.002, -0.020, -0.010], [-0.001, -0.002, 0.009], [-0.005, 0.022, -0.010], [-0.001, -0.022, 0.010], [-0.025, 0.014, -0.010], [0.027, -0.065, 0.007], [-0.002, 0.029, 0.046], [-0.022, 0.014, -0.051], [0.017, 0.008, 0.020], [-0.007, 0.009, 0.017], [0.004, 0.004, 0.004], [0.008, -0.006, -0.001], [-0.003, 0.004, 0.010], [0.014, 0.000, 0.001], [0.002, 0.008, 0.008], [0.004, 0.002, 0.004], [0.002, -0.003, -0.023], [-0.024, 0.003, 0.011], [-0.004, -0.002, -0.001], [0.002, 0.002, 0.000], [-0.001, 0.000, -0.002], [-0.001, -0.004, -0.001], [0.006, -0.005, 0.000], [0.003, -0.004, 0.005], [-0.002, 0.003, 0.004], [0.000, 0.002, 0.000], [0.000, -0.002, 0.004], [0.004, 0.007, 0.006], [-0.139, 0.025, -0.027], [0.190, 0.228, 0.101], [-0.520, -0.522, -0.120], [0.148, 0.204, -0.005], [0.272, -0.021, -0.052], [0.023, 0.001, 0.001], [0.036, 0.007, -0.003], [0.033, -0.022, 0.011], [-0.008, -0.007, -0.010], [0.026, 0.017, 0.035], [-0.020, 0.001, -0.019], [0.001, 0.007, -0.007], [0.022, -0.061, 0.060], [-0.014, 0.024, 0.016], [0.000, -0.012, -0.011], [0.040, 0.341, 0.341], [-0.249, 0.233, -0.492], [0.031, -0.805, 0.072], [0.002, 0.000, 0.000], [0.004, 0.002, 0.001], [0.001, -0.011, -0.008], [-0.003, 0.000, -0.003]]}

***

(3)
{"formula": "C28H31F3NO6SbSe2Ti", "method": "ωB97M-V with the def2-TZVPD basis set", "de_lowest_kcal_mol": 5.6, "e_lumo_ev": -0.46, "symbols": ["Ti", "N", "C", "C", "C", "O", "O", "H", "H", "H", "H", "H", "H", "O", "C", "C", "C", "O", "C", "Se", "C", "Se", "H", "H", "H", "H", "H", "H", "H", "H", "H", "H", "C", "O", "C", "O", "H", "H", "H", "F", "C", "C", "C", "C", "C", "C", "Sb", "C", "C", "C", "C", "F", "C", "C", "C", "C", "C", "C", "F", "C", "C", "H", "H", "H", "H", "H", "H", "H", "H", "H", "H", "H", "H"], "xyz": [[1.331255, -1.053484, 1.190290], [3.026532, -3.249505, -2.099130], [2.271424, -2.350190, -2.956204], [0.887728, -2.121616, -2.374356], [0.903433, -1.420888, -1.056362], [0.053081, -1.715102, -0.120025], [1.727399, -0.494626, -0.775936], [3.994510, -3.319585, -2.381544], [2.635499, -4.183545, -2.097372], [2.148859, -2.705752, -3.985699], [2.797119, -1.395103, -2.989585], [0.341081, -3.055897, -2.241016], [0.323377, -1.480590, -3.056699], [3.233442, -3.725145, 5.798234], [3.903839, -2.619895, 5.210698], [3.135584, -2.191098, 3.956812], [3.969246, -1.094611, 3.312707], [3.225303, -0.455886, 2.276252], [2.980316, -3.414450, 3.044919], [2.820005, -3.060134, 1.127223], [1.775186, -1.630120, 4.420550], [0.233601, -1.832399, 3.214918], [3.723753, -4.012592, 6.572788], [4.927522, -2.893487, 4.927738], [3.955254, -1.780086, 5.914983], [4.892622, -1.511291, 2.901734], [4.223052, -0.344844, 4.067330], [3.503867, 0.459271, 2.120998], [2.100541, -3.980899, 3.343449], [3.853535, -4.060851, 3.136457], [1.860132, -0.566633, 4.647458], [1.462132, -2.158253, 5.317295], [-0.164924, 2.753194, 2.672798], [-0.034091, 1.366778, 2.335191], [1.177084, 0.986290, 1.853285], [2.070045, 1.809404, 1.753348], [-1.137029, 2.850962, 3.147881], [-0.109942, 3.371176, 1.774779], [0.627453, 3.059003, 3.352759], [-4.481144, 6.544441, -2.481762], [-3.705816, 5.493547, -2.143097], [-2.893678, 4.929546, -3.102145], [-2.107505, 3.836659, -2.748187], [-2.141214, 3.312905, -1.457841], [-2.969064, 3.927357, -0.514323], [-3.759203, 5.018254, -0.847788], [-0.968548, 1.607836, -0.847936], [-2.726267, 0.519548, -0.265703], [-2.671356, -0.334727, 0.834442], [-3.780190, -1.067175, 1.240783], [-4.955124, -0.914014, 0.538946], [-6.037164, -1.626323, 0.912954], [-5.072970, -0.037981, -0.521817], [-3.951938, 0.677747, -0.917179], [-0.746116, 0.893444, -2.854974], [-1.752261, 0.273096, -3.595734], [-1.521616, -0.154881, -4.897219], [-0.270486, 0.047960, -5.446779], [-0.036481, -0.379924, -6.702654], [0.749650, 0.666986, -4.754806], [0.499328, 1.088447, -3.453622], [-2.879577, 5.338656, -4.103856], [-1.469951, 3.389520, -3.502238], [-3.016303, 3.542064, 0.499251], [-4.407715, 5.496147, -0.125236], [-1.761992, -0.425609, 1.413789], [-3.730031, -1.737146, 2.088526], [-6.027856, 0.079719, -1.016772], [-4.051590, 1.389581, -1.728762], [-2.728141, 0.108300, -3.157293], [-2.292698, -0.640705, -5.481115], [1.714952, 0.801904, -5.225492], [1.301230, 1.557306, -2.893291]], "atomic_forces_ev_per_a": [[1.216, -0.588, 1.273], [-0.030, -0.002, 0.000], [0.066, 0.017, 0.062], [-0.116, -0.067, 0.061], [-0.120, 0.416, -0.072], [-0.033, -0.053, -0.725], [-0.102, -0.500, -0.174], [0.010, 0.025, 0.015], [-0.008, -0.001, 0.011], [0.001, 0.046, -0.046], [0.004, 0.010, -0.057], [-0.034, 0.005, -0.065], [-0.149, -0.085, 0.054], [0.035, 0.056, -0.046], [0.008, -0.020, 0.088], [-0.191, -0.131, 0.063], [0.144, -0.080, -0.104], [-0.094, -0.006, -0.086], [-0.019, 0.008, 0.051], [0.116, -0.228, -0.177], [0.058, 0.096, -0.078], [-0.270, -0.057, -0.161], [0.003, 0.006, 0.006], [0.010, 0.001, -0.002], [-0.003, 0.013, 0.010], [-0.014, -0.013, -0.051], [0.011, 0.043, -0.029], [-0.341, 0.200, 0.116], [0.007, -0.026, 0.037], [0.014, 0.020, 0.027], [0.029, -0.008, 0.068], [0.005, -0.010, 0.018], [-0.019, -0.025, -0.031], [0.147, -0.035, 0.032], [-0.267, 0.728, -0.075], [0.127, -0.039, 0.080], [-0.012, 0.007, -0.011], [0.003, 0.008, -0.013], [0.001, 0.009, 0.014], [0.015, 0.009, 0.009], [-0.037, 0.012, -0.002], [0.098, -0.064, -0.028], [-0.032, 0.011, 0.062], [0.000, 0.100, 0.049], [0.067, -0.012, -0.078], [0.027, -0.035, 0.061], [-0.426, 0.319, -0.094], [-0.063, 0.044, 0.019], [-0.007, -0.018, -0.032], [0.121, 0.036, 0.022], [-0.051, -0.008, 0.026], [0.000, 0.021, 0.005], [-0.002, 0.022, -0.074], [0.016, -0.021, 0.041], [0.031, -0.046, -0.065], [0.105, -0.004, -0.005], [-0.062, -0.020, 0.053], [-0.002, -0.024, -0.018], [-0.007, 0.009, -0.005], [0.046, 0.048, 0.047], [-0.041, -0.012, -0.025], [-0.008, -0.005, 0.014], [-0.028, -0.009, -0.002], [-0.020, 0.002, -0.007], [0.002, -0.013, -0.016], [0.052, -0.018, -0.021], [-0.031, -0.002, -0.003], [0.009, -0.012, -0.008], [0.017, -0.019, -0.017], [0.003, -0.029, -0.002], [0.023, 0.001, 0.005], [-0.020, 0.012, 0.005], [0.010, -0.017, -0.001]]}